(1)
Molecular formula: C34H42FeN4O6PS5
Method: DFT, ωB97M-V/def2-TZVPD

```
93
Properties=species:S:1:pos:R:3:mulliken_charge:R:1
Fe 0.8269 -0.0891 0.2024 0.57
N -0.7041 -1.2738 4.0770 -0.47
C -0.2951 -0.7623 2.8757 0.31
S 0.9258 -1.5934 2.0111 -0.54
N -0.9062 0.3455 2.5214 -1.72
N -0.5184 0.7650 1.2900 2.50
C -1.0377 1.8474 0.8239 0.14
C -2.0761 2.6318 1.5346 -0.83
C -1.7702 3.8705 2.0845 0.13
C -2.7432 4.6035 2.7506 -0.88
C -4.0312 4.1008 2.8626 -0.50
C -4.3413 2.8658 2.3067 -0.85
C -3.3697 2.1312 1.6454 -0.26
C -0.5428 2.2410 -0.4962 0.36
C -0.9852 3.3649 -1.1803 -0.68
C -0.4750 3.6169 -2.4417 -0.88
C 0.4616 2.7505 -2.9806 -0.93
C 0.8585 1.6529 -2.2334 -1.02
N 0.3708 1.4077 -1.0247 1.23
H -0.0895 -1.9299 4.5235 0.23
H -1.2532 -0.6609 4.6562 0.25
H -0.7618 4.2539 1.9968 0.52
H -2.4948 5.5672 3.1795 0.44
H -4.7939 4.6713 3.3786 0.38
H -5.3471 2.4729 2.3873 0.41
H -3.5974 1.1718 1.1984 0.58
H -1.7362 4.0023 -0.7361 0.61
H -0.8164 4.4773 -3.0031 0.41
H 0.8751 2.9054 -3.9673 0.49
H 1.5920 0.9401 -2.5876 0.78
C 2.2688 -7.1843 -1.7917 -1.50
C 2.6195 -5.7420 -1.5405 1.04
C 3.0861 -4.9314 -2.5709 -0.60
C 3.4188 -3.6058 -2.3397 -0.54
C 3.2881 -3.0773 -1.0653 -0.29
C 2.8340 -3.8709 -0.0237 -0.18
C 2.5007 -5.1942 -0.2673 -1.00
S 3.5967 -1.3470 -0.7994 1.79
O 4.6114 -0.9577 -1.7546 -0.84
O 3.9723 -1.2141 0.5985 -0.81
O 2.2922 -0.7138 -1.1156 -1.03
H 1.9903 -7.3460 -2.8335 0.36
H 1.4352 -7.5000 -1.1639 0.36
H 3.1153 -7.8389 -1.5697 0.30
H 3.1798 -5.3414 -3.5707 0.34
H 3.7780 -2.9716 -3.1394 0.47
H 2.7339 -3.4457 0.9653 0.48
H 2.1282 -5.8075 0.5455 0.36
C 0.3198 5.2208 5.7275 -1.61
C 1.0313 4.2118 4.8687 1.19
C 1.2920 4.4782 3.5260 -0.94
C 1.8805 3.5274 2.7102 -0.23
C 2.2364 2.2991 3.2460 0.43
C 1.9854 2.0117 4.5774 -0.67
C 1.3911 2.9714 5.3841 -0.81
S 2.9118 1.0155 2.1998 0.38
C 4.5383 1.7320 1.9617 -1.06
O 2.2349 1.2780 0.8729 -0.19
H 0.4230 6.2276 5.3229 0.37
H 0.7077 5.2188 6.7466 0.45
H -0.7469 4.9902 5.7793 0.28
H 1.0071 5.4384 3.1102 0.21
H 2.0406 3.7130 1.6547 0.41
H 2.2280 1.0312 4.9699 0.42
H 1.1817 2.7445 6.4231 0.37
H 4.4638 2.8017 1.7763 0.34
H 4.9552 1.1963 1.1119 0.33
H 5.1295 1.5263 2.8544 0.39
C -1.0082 -1.4578 -5.5184 -1.66
C -0.1714 -1.0360 -4.3202 0.57
C 0.6114 -2.1867 -3.7168 -0.92
O -0.9962 -0.3114 -3.3857 -0.35
P -1.9046 -0.8569 -2.1768 0.50
S -3.1337 0.5995 -1.7100 -0.56
S -0.7975 -1.6552 -0.7088 -0.19
O -2.6282 -2.0983 -2.9280 -0.19
C -3.8242 -2.7928 -2.5338 0.44
C -5.0250 -2.1278 -3.1865 -1.25
C -3.9887 -2.9459 -1.0322 -1.33
H -0.3510 -1.7906 -6.3255 0.48
H -1.6060 -0.6184 -5.8749 0.37
H -1.6784 -2.2720 -5.2485 0.21
H 0.5435 -0.2740 -4.6498 0.42
H -0.0483 -2.9920 -3.3947 0.21
H 1.1927 -1.8615 -2.8552 -0.11
H 1.2930 -2.5753 -4.4784 0.58
H -3.6881 -3.7880 -2.9690 0.25
H -5.1521 -1.1207 -2.7912 0.18
H -5.9273 -2.7115 -2.9888 0.47
H -4.8801 -2.0607 -4.2655 0.32
H -4.0917 -1.9733 -0.5500 0.19
H -3.1333 -3.4540 -0.5918 0.31
H -4.8915 -3.5311 -0.8413 0.49
```

The calculation puts the total energy at -5587.5416 hartree. Its lowest unoccupied orbital energy is 2.21 eV. The calculation puts the HOMO-LUMO gap at 6.7 eV. The calculation puts the HOMO energy at -4.475 eV. As for the energy relative to the best compared isomer or geometry (same formula, charge and spin): 0.00 kcal/mol. Its total charge is -1.

***

(2)
Molecular formula: C34H43Br4GdN4O3S4Si
Method: DFT, ωB97M-V/def2-TZVPD

```
94
Properties=species:S:1:pos:R:3:lowdin_spin:R:1
Gd -0.2205 0.0439 0.0396 7.16
C 3.1816 0.9201 2.3295 0.00
C 3.9997 -0.0056 1.4482 0.00
S 3.1318 -0.5915 -0.0662 0.00
C 3.6893 -2.3539 -0.0520 0.00
C 2.9882 -3.1174 -1.1586 0.00
S 1.1569 -2.9968 -1.1381 0.00
C 0.6451 -4.3554 -0.0101 0.00
C 0.9715 -4.1642 1.4679 0.00
S 1.0134 -2.3536 1.7983 0.00
C 1.1709 -2.2920 3.6292 0.00
C 2.0494 -1.0981 3.9503 0.00
S 1.5488 0.3317 2.8920 0.00
H 2.9246 1.8201 1.7750 0.00
H 3.7609 1.1882 3.2151 0.00
H 4.3346 -0.8933 1.9830 0.00
H 4.8675 0.5645 1.1099 0.00
H 3.4580 -2.7718 0.9265 0.00
H 4.7661 -2.3817 -0.2234 0.00
H 3.2619 -4.1728 -1.1413 0.00
H 3.2653 -2.6991 -2.1254 0.00
H 1.0711 -5.2860 -0.3840 0.00
H -0.4356 -4.3704 -0.1600 0.00
H 1.9472 -4.5834 1.7260 0.00
H 0.2059 -4.6426 2.0829 0.00
H 1.5948 -3.2293 3.9906 0.00
H 0.1769 -2.1554 4.0505 0.00
H 3.0928 -1.3119 3.7354 0.00
H 1.9394 -0.8096 4.9946 0.00
Br 2.7497 6.2411 -1.3381 0.00
C 1.4739 4.8830 -1.0121 0.00
C 0.1205 5.1614 -1.0469 0.00
Br -0.4743 6.9194 -1.4148 0.00
C -0.7986 4.1555 -0.7528 0.00
Br -2.6600 4.4840 -0.8533 0.00
C -0.4153 2.8761 -0.3568 0.00
O -1.2570 1.9526 -0.0014 -0.05
C 0.9973 2.5962 -0.3109 0.00
O 1.3836 1.4165 0.1084 -0.04
C 1.8880 3.5959 -0.6699 0.00
Br 3.7343 3.1518 -0.6377 0.00
C -3.8628 -2.0991 0.2014 0.00
C -3.4081 -1.3951 -1.0488 0.00
C -4.3037 -1.2487 -2.0876 0.00
C -3.8785 -0.6010 -3.2491 0.00
C -2.5841 -0.1821 -3.3366 0.00
C -1.6880 -0.3718 -2.2527 0.00
N -2.1415 -0.9530 -1.0929 -0.01
N -0.3966 -0.0434 -2.2818 -0.04
Si 0.4483 0.1584 -3.7810 0.00
C 0.2420 -1.4868 -4.7531 0.00
C 2.2727 0.4454 -3.3201 0.00
C 0.0372 1.6078 -4.9713 0.00
H -4.4632 -2.9725 -0.0515 0.00
H -4.4823 -1.4318 0.8024 0.00
H -3.0029 -2.4184 0.7826 0.00
H -5.3126 -1.6181 -1.9845 0.00
H -4.5615 -0.4423 -4.0733 0.00
H -2.2208 0.3181 -4.2144 0.00
H 0.3305 -2.3293 -4.0717 0.00
H 0.9994 -1.5903 -5.5218 0.00
H -0.7286 -1.5651 -5.2352 0.00
H 2.3612 0.7335 -2.2775 0.00
H 2.6961 1.2425 -3.9210 0.00
H 2.8815 -0.4377 -3.4818 0.00
H -0.8493 1.4348 -5.5729 0.00
H 0.8662 1.7563 -5.6596 0.00
H -0.1048 2.5403 -4.4319 0.00
C -5.4200 -1.0906 4.3361 0.00
N -4.0443 -1.3350 3.9955 0.00
N -3.2742 -0.4127 3.3222 0.00
C -2.1753 -1.0337 2.7714 0.00
O -1.3076 -0.4501 2.0961 0.00
C -2.3011 -2.4063 3.1457 0.00
C -3.4676 -2.5498 3.8450 0.00
C -4.1319 -3.7758 4.3435 0.00
C -3.5497 0.9679 3.4153 0.00
C -3.6124 1.7431 2.2675 0.00
C -3.9610 3.0786 2.3808 0.00
C -4.2349 3.6264 3.6239 0.00
C -4.1411 2.8515 4.7689 0.00
C -3.7931 1.5183 4.6701 0.00
H -5.7001 -0.0879 4.0185 0.00
H -5.5832 -1.1702 5.4117 0.00
H -6.0619 -1.8127 3.8295 0.00
H -1.6126 -3.1827 2.8859 0.00
H -3.4939 -4.6410 4.1872 0.00
H -5.0657 -3.9355 3.8043 0.00
H -4.3643 -3.6918 5.4029 0.00
H -3.3904 1.3103 1.3023 0.00
H -4.0312 3.6865 1.4939 0.00
H -4.5130 4.6658 3.7004 0.00
H -4.3410 3.2797 5.7408 0.00
H -3.7117 0.8996 5.5549 0.00
```

The calculation puts the total energy at -14710.2560 hartree. Its lowest unoccupied orbital energy (spin up / spin down) is -0.06 / -0.06 eV. The calculation puts the HOMO-LUMO gap (spin up / spin down) at 6.8 / 6.8 eV. The calculation puts the HOMO energy (spin up / spin down) at -6.817 / -6.840 eV. Its total charge is 0. The spin multiplicity is 8.

***

(3)
Molecular formula: C34H43CoN4O2S
Method: DFT, ωB97M-V/def2-TZVPD

```
85
Properties=species:S:1:pos:R:3:lowdin_spin:R:1
Co 0.5568 -0.8419 -0.4571 1.45
C -0.6117 -3.6668 1.5193 0.00
S 0.9341 -2.7617 1.1620 0.00
O 0.6954 -1.3986 1.7372 0.01
C 1.9133 -3.6470 2.3952 0.00
C 2.3035 -4.9567 2.1579 0.00
C 3.0683 -5.6151 3.1071 0.00
C 3.4433 -4.9565 4.2712 0.00
C 3.0583 -3.6422 4.4917 0.00
C 2.2909 -2.9780 3.5447 0.00
H -0.8824 -3.4108 2.5424 0.00
H -0.4525 -4.7389 1.4219 0.00
H -1.3642 -3.3166 0.8130 0.00
H 2.0105 -5.4636 1.2442 0.00
H 3.3785 -6.6374 2.9374 0.00
H 4.0466 -5.4713 5.0076 0.00
H 3.3573 -3.1307 5.3966 0.00
H 1.9778 -1.9506 3.6829 0.00
C -3.9111 0.7591 0.2238 0.00
C -2.7548 -0.2338 -0.0726 0.00
N -1.4772 0.4558 0.0321 0.00
C -1.2444 0.8762 1.4132 0.00
C -2.4163 1.7601 1.9022 0.00
N -3.2970 2.0321 0.7207 0.00
C -2.4926 2.6719 -0.3715 0.00
C -1.4684 1.6231 -0.8519 0.00
H -4.5937 0.3843 0.9846 0.00
H -4.4857 0.9941 -0.6705 0.00
H -2.8549 -0.6578 -1.0713 0.00
H -2.7638 -1.0586 0.6405 0.00
H -0.2929 1.4091 1.4479 0.00
H -1.1297 -0.0070 2.0390 0.00
H -2.0685 2.7145 2.2937 0.00
H -3.0199 1.2701 2.6650 0.00
H -4.0373 2.6705 1.0014 0.00
H -2.0044 3.5599 0.0315 0.00
H -3.1720 2.9802 -1.1645 0.00
H -0.4628 2.0342 -0.8619 0.00
H -1.6949 1.2911 -1.8655 0.00
C 1.4710 0.8212 -0.5161 -0.14
C 1.6193 1.9736 -0.0926 -0.05
C 1.5433 3.2392 0.4937 -0.13
C 0.5638 4.1632 -0.0744 -0.02
C -0.1987 5.0457 0.7138 -0.02
C -1.2083 5.8151 0.1593 -0.01
C -1.4953 5.7383 -1.1978 -0.02
C -0.7564 4.8690 -1.9932 -0.01
C 0.2469 4.0920 -1.4447 -0.02
C 2.2720 3.4817 1.7304 -0.02
C 2.7361 2.3966 2.4959 -0.02
C 3.3917 2.6031 3.6953 0.00
C 3.6283 3.8911 4.1599 -0.02
C 3.2300 4.9749 3.3886 0.00
C 2.5675 4.7769 2.1904 -0.02
H -0.0148 5.0957 1.7784 0.00
H -1.7794 6.4829 0.7934 0.00
H -2.2735 6.3550 -1.6281 0.00
H -0.9608 4.8039 -3.0553 0.00
H 0.8141 3.4130 -2.0687 0.00
H 2.5706 1.3910 2.1274 0.00
H 3.7270 1.7510 4.2740 0.00
H 4.1356 4.0502 5.1024 0.00
H 3.4485 5.9831 3.7177 0.00
H 2.3111 5.6264 1.5724 0.00
C -0.6562 -4.7968 -1.9938 0.00
N -0.5922 -3.8901 -3.1244 0.00
C -0.7839 -4.4588 -4.4500 0.00
C -0.0525 -3.6109 -5.4715 0.00
C -0.5716 -2.1929 -5.3505 0.00
N -0.4408 -1.7202 -3.9774 0.00
C -0.2151 -0.2937 -3.8063 0.00
C -0.4666 -2.5507 -2.9059 0.00
O -0.3866 -2.1061 -1.7412 0.02
H -0.1213 -5.7133 -2.2413 0.00
H -1.6899 -5.0505 -1.7385 0.00
H -0.1823 -4.3321 -1.1378 0.00
H -1.8513 -4.5150 -4.6943 0.00
H -0.3959 -5.4773 -4.4424 0.00
H -0.2013 -3.9958 -6.4787 0.00
H 1.0163 -3.6252 -5.2486 0.00
H -1.6208 -2.1486 -5.6639 0.00
H -0.0087 -1.5189 -5.9960 0.00
H 0.6579 0.0140 -4.3836 0.00
H -0.0251 -0.0676 -2.7602 0.00
H -1.0831 0.2724 -4.1568 0.00
```

The calculation puts the total energy at -3471.4482 hartree. Its lowest unoccupied orbital energy (spin up / spin down) is -2.85 / -2.39 eV. The calculation puts the HOMO-LUMO gap (spin up / spin down) at 5.8 / 5.2 eV. The calculation puts the HOMO energy (spin up / spin down) at -8.688 / -7.549 eV. Its total charge is +1. The spin multiplicity is 2.